<a>
ORCA calculation (ωB97M-V/def2-TZVPD) on C13H20BrCl3N3O3RuSi as an isolated structure.

The HOMO energy (spin up / spin down) comes out at -14.976 / -14.945 eV. The molar mass comes out at 581.74 Da. Its charge is +2. Its spin multiplicity is 2. As for the LUMO energy (spin up / spin down): -6.577 / -7.676 eV. For the orbital gap (spin up / spin down), the calculation gives 0.309 / 0.267 hartree.

```
45
C13H20BrCl3N3O3RuSi, DFT ωB97M-V/def2-TZVPD
Ru 1.1414 0.0189 -0.4999
C -1.2513 -3.6524 2.6011
N -1.0325 -3.0539 1.2806
C -1.4198 -3.8968 0.1437
C -0.4244 -1.9062 1.0994
O -0.2174 -1.4403 -0.0552
C 0.0511 -1.1116 2.2970
O 0.6700 0.0623 1.8007
C 0.2300 1.3054 2.3391
C -0.2606 2.1423 1.1762
O 0.0609 1.7723 0.0215
N -0.9840 3.2171 1.3903
C -1.2859 3.7514 2.7201
C -1.4994 4.0031 0.2651
H -2.2521 -4.0768 2.6276
H -1.1707 -2.9212 3.3986
H -0.5303 -4.4518 2.7721
H -2.4320 -4.2604 0.3049
H -0.7424 -4.7479 0.0727
H -1.3825 -3.3242 -0.7741
H 0.7670 -1.6928 2.8830
H -0.7974 -0.8612 2.9346
H 1.0681 1.7957 2.8388
H -0.5681 1.1471 3.0623
H -0.7093 3.2590 3.4968
H -2.3495 3.6467 2.9316
H -1.0310 4.8097 2.7353
H -1.5207 3.3950 -0.6317
H -0.8690 4.8761 0.0969
H -2.5073 4.3314 0.5095
Br -0.7304 -2.6131 -5.0956
C 0.1389 -1.1252 -4.3776
C 0.7418 -0.1770 -5.1900
C 1.3545 0.9181 -4.6001
C 1.3762 1.0239 -3.2259
N 0.7996 0.0892 -2.4477
C 0.1877 -0.9677 -3.0073
H 0.7298 -0.2952 -6.2655
H 1.8165 1.6867 -5.2030
H 1.8383 1.8584 -2.7229
H -0.2763 -1.6765 -2.3374
Cl 4.4089 -0.9518 -2.0074
Si 3.3810 -0.6199 -0.3244
Cl 4.4932 -0.8645 1.3140
Cl 2.9894 1.5786 -0.3478
```

=====

<b>
ORCA calculation (ωB97M-V/def2-TZVPD) on C13H20BrCl3N3O3RuSi as an isolated structure.

The HOMO energy (spin up / spin down) comes out at -14.975 / -14.974 eV. The molar mass comes out at 581.74 Da. Its charge is +2. Its spin multiplicity is 2. As for the LUMO energy (spin up / spin down): -7.418 / -7.391 eV. For the orbital gap (spin up / spin down), the calculation gives 0.278 / 0.279 hartree.

```
45
C13H20BrCl3N3O3RuSi, DFT ωB97M-V/def2-TZVPD
Ru 0.5932 -0.8883 1.7052
C -3.6014 2.9111 1.4230
N -3.1257 1.5456 1.6707
C -4.1449 0.5607 2.0491
C -1.8659 1.1888 1.5543
O -1.4753 0.0203 1.7954
C -0.8425 2.1994 1.0960
O 0.3777 1.5012 1.1336
C 1.5371 2.2337 0.8157
C 2.6130 1.1788 0.7207
O 2.2679 -0.0314 0.6702
N 3.8703 1.5476 0.6520
C 4.9391 0.5512 0.4827
C 4.2699 2.9616 0.6903
H -4.4167 3.1197 2.1108
H -2.8214 3.6462 1.5964
H -3.9708 3.0092 0.4022
H -4.3529 0.6257 3.1170
H -5.0549 0.7761 1.4942
H -3.7993 -0.4392 1.8097
H -1.0823 2.5096 0.0728
H -0.8110 3.0889 1.7293
H 1.4372 2.7015 -0.1708
H 1.7454 3.0121 1.5513
H 4.5061 -0.4176 0.2651
H 5.5780 0.8624 -0.3411
H 5.5300 0.4931 1.3955
H 3.9507 3.4882 -0.2090
H 3.8732 3.4633 1.5712
H 5.3526 3.0008 0.7448
Br -2.6829 -3.4544 5.7928
C -1.4678 -2.1196 5.3259
C -0.9534 -1.2467 6.2724
C -0.0572 -0.2729 5.8621
C 0.2997 -0.2022 4.5313
N -0.2012 -1.0505 3.6293
C -1.0688 -1.9990 4.0091
H -1.2443 -1.3316 7.3108
H 0.3688 0.4238 6.5702
H 1.0051 0.5398 4.1748
H -1.4491 -2.6661 3.2510
Cl -2.0416 -3.0692 0.3698
Si -0.3024 -2.1489 0.1778
Cl 2.0839 -2.2547 2.5287
Cl 0.5415 -2.4639 -1.5799
```

=====

<a> ends up most stable, edging out the next structure by 35.3 kcal/mol.

=====

<a>
ORCA calculation (ωB97M-V/def2-TZVPD) on a 2-piece molecular cluster, C2H6S overall.

The HOMO energy comes out at -7.771 eV. The molar mass comes out at 62.14 Da. Its charge is 0. As for the LUMO energy: -0.510 eV. For the orbital gap, the calculation gives 0.267 hartree.

```
9
C2H6S, DFT ωB97M-V/def2-TZVPD
C 0.2767 0.0845 -1.4234
S 0.1501 -0.5692 0.2253
C -0.4545 0.8162 1.0633
H 0.6877 1.0852 -1.2916
H 0.9173 -0.6818 -2.0039
H -0.7943 0.2372 -1.7578
H -1.8768 0.1958 0.2514
H 0.3808 1.4918 1.0299
H -0.3409 0.4653 2.1610
```

=====

<b>
ORCA calculation (ωB97M-V/def2-TZVPD) on a 2-piece molecular cluster, C2H6S overall.

The HOMO energy comes out at -9.601 eV. The molar mass comes out at 62.14 Da. Its SMILES is C=C.S. Its charge is 0. As for the LUMO energy: 1.066 eV. For the orbital gap, the calculation gives 0.392 hartree.

```
9
C2H6S, DFT ωB97M-V/def2-TZVPD
C -2.5076 0.0701 1.8195
C -3.4213 1.0330 1.5588
H -2.7775 -0.8752 1.1971
H -1.7507 0.2743 2.6393
H -3.9293 1.0342 0.4982
H -3.5659 1.6815 2.4546
S 6.1968 -0.5322 -3.6110
H 5.6755 -0.8747 -2.5366
H 6.0799 -1.8111 -4.0199
```

=====

<c>
ORCA calculation (ωB97M-V/def2-TZVPD) on a 2-piece molecular cluster, C2H6S overall.

The HOMO energy comes out at -9.830 eV. The molar mass comes out at 62.14 Da. Its SMILES is C=C.S. Its charge is 0. As for the LUMO energy: 0.801 eV. For the orbital gap, the calculation gives 0.391 hartree.

```
9
C2H6S, DFT ωB97M-V/def2-TZVPD
C -1.1708 0.2185 1.2467
C -2.3705 0.7372 1.0824
H -1.0020 -0.2655 2.2023
H -0.4339 -0.0850 0.5114
H -3.1560 0.8460 1.8336
H -2.7470 1.3116 0.2438
S 3.6816 -1.5284 -2.4265
H 4.5681 -0.5732 -2.1255
H 2.6305 -0.6612 -2.5683
```

=====

<c> ends up most stable, edging out the next structure by 21.8 kcal/mol.

=====

<a>
ORCA calculation (ωB97M-V/def2-TZVPD) on an isolated ion of composition C4H5O2S and charge -1.

The HOMO energy comes out at -3.275 eV. The molar mass comes out at 117.15 Da. Its charge is -1. As for the LUMO energy: 3.977 eV. For the orbital gap, the calculation gives 0.267 hartree.

```
12
C4H5O2S, DFT ωB97M-V/def2-TZVPD
C -1.2454 0.4113 0.4823
C 1.8928 -0.2324 0.1601
C -0.5862 -0.4809 -0.2840
C 0.7602 -0.9352 -0.2155
O -0.2379 -3.2092 -1.5030
O 1.2290 -3.4773 0.4522
S 1.0273 -2.8193 -0.8468
H -2.4082 0.5489 0.3951
H -0.9216 1.0658 1.2127
H 2.8297 -0.6967 -0.0573
H 1.9043 0.8869 0.1433
H -1.2052 -1.0976 -1.0684
```

=====

<b>
ORCA calculation (ωB97M-V/def2-TZVPD) on a 2-piece molecular cluster, C4H5O2S overall.

The HOMO energy comes out at -1.923 eV. The molar mass comes out at 117.15 Da. Its charge is -1. As for the LUMO energy: 2.934 eV. For the orbital gap, the calculation gives 0.179 hartree.

```
12
C4H5O2S, DFT ωB97M-V/def2-TZVPD
C 0.8491 0.5627 2.3601
C 1.0769 0.9849 1.2321
C 1.2727 1.6440 -0.0543
C -1.5449 -1.4334 -0.7605
O 1.3424 2.8381 -0.3018
O 1.2986 0.6393 -0.9526
S -2.8748 -2.4116 -0.0758
H -1.7976 -0.5361 -1.2794
H 0.6586 0.2487 3.4104
H -1.0231 -1.9934 -1.6533
H -0.5851 -1.4524 -0.0424
H 1.3272 0.9092 -1.8825
```

=====

<a> ends up most stable, edging out the next structure by 19.2 kcal/mol.

=====

<a>
ORCA calculation (ωB97M-V/def2-TZVPD) on C8H6N2S as an isolated structure.

The HOMO energy comes out at -9.002 eV. The molar mass comes out at 162.22 Da. Its charge is 0. As for the LUMO energy: -0.819 eV. For the orbital gap, the calculation gives 0.301 hartree.

```
17
C8H6N2S, DFT ωB97M-V/def2-TZVPD
C 3.8877 0.4730 0.0611
C -2.5295 0.1707 -0.0923
C -2.1220 -0.7592 0.8327
C -1.6937 0.5650 -1.0827
C -0.7541 -1.1836 0.8572
C -0.4199 0.0535 -1.2034
C 0.0013 -0.8985 -0.2692
C 2.5744 0.6762 0.3103
N 4.9502 0.3508 -0.3341
N 1.9726 1.5513 0.9216
S 1.6704 -1.3981 -0.2786
H -3.5718 0.5018 0.0351
H -2.8574 -1.0569 1.5160
H -2.0505 1.1279 -1.9120
H -0.2707 -1.8781 1.6157
H 0.2541 0.1515 -2.1540
H 0.9590 1.5528 1.1764
```

=====

<b>
ORCA calculation (ωB97M-V/def2-TZVPD) on one molecule with the formula C8H6N2S.

The HOMO energy comes out at -8.247 eV. The molar mass comes out at 162.22 Da. Its SMILES is N#C[C@H]1Nc2ccccc2S1. Its charge is 0. As for the LUMO energy: -0.257 eV. For the orbital gap, the calculation gives 0.294 hartree.

```
17
C8H6N2S, DFT ωB97M-V/def2-TZVPD
N 4.1276 -1.2766 0.6652
C 3.3173 -0.7378 0.0692
C 2.2651 -0.2613 -0.7708
N 1.0773 -0.9803 -0.5520
C -0.1072 -0.3279 -0.2897
C -1.3356 -0.9426 -0.3285
C -2.4159 -0.2857 0.1551
C -2.3551 1.0307 0.6009
C -1.1131 1.6905 0.5198
C 0.0473 0.9880 0.2121
S 1.6608 1.6671 -0.0274
H 2.7027 -0.1024 -1.8897
H 1.1088 -1.8528 -0.0017
H -1.3744 -1.9830 -0.6378
H -3.4608 -0.6855 0.2786
H -3.2026 1.2897 1.2959
H -0.9423 2.7697 0.7007
```

=====

<b> ends up most stable, edging out the next structure by 24.6 kcal/mol.